Record 1
Computed, not measured: C43H36F3NOP2PdS2 as an isolated structure in a non-equilibrium geometry, with wB97M-V/def2-TZVPD.

Last column: Mulliken charge in e.
Geometry (Å):
Pd (-0.06664, 0.59977, 1.19943)  -0.9784
C (2.20696, -1.08743, -1.04457)  -1.9203
N (1.58516, -2.37723, -1.08267)  0.9197
C (0.33696, -2.64503, -0.42307)  -2.0126
P (-0.85154, -1.24823, -0.03677)  1.8027
C (-1.83534, -0.83923, -1.50227)  0.4613
C (-3.04054, -0.19683, -1.20927)  -0.7824
C (-3.87914, 0.19407, -2.23187)  -0.8090
C (-3.51544, -0.03663, -3.55087)  -0.5032
C (-2.30634, -0.64553, -3.84327)  -0.6595
C (-1.46034, -1.04813, -2.82217)  -0.1055
C (-2.04194, -2.29583, 0.85433)  0.5580
C (-2.67594, -3.35433, 0.20863)  -0.4131
C (-3.50124, -4.19813, 0.92573)  -0.8442
C (-3.69034, -3.99463, 2.28333)  -0.5184
C (-3.07514, -2.93163, 2.92303)  -0.3825
C (-2.25904, -2.07253, 2.20663)  -0.4354
C (2.08676, -3.34213, -1.95137)  0.8183
C (2.77346, -3.00093, -3.11937)  -0.5941
C (3.27916, -3.98193, -3.95167)  -0.7413
C (3.11796, -5.32213, -3.64547)  -0.5150
C (2.42976, -5.67173, -2.49587)  -0.7482
C (1.91716, -4.69883, -1.66027)  -0.4043
P (2.20446, -0.10213, 0.55773)  1.7673
C (3.07366, 1.30437, -0.20237)  0.4990
C (4.42836, 1.25177, -0.51857)  -0.2669
C (5.01466, 2.31277, -1.17947)  -0.8483
C (4.25176, 3.41207, -1.54227)  -0.4897
C (2.90166, 3.46117, -1.23837)  -0.6953
C (2.31166, 2.41197, -0.55867)  -0.5303
C (3.44126, -0.78193, 1.69353)  0.5036
C (4.15906, 0.12167, 2.47903)  -0.3137
C (4.93066, -0.33263, 3.52933)  -0.8090
C (4.97676, -1.68763, 3.81993)  -0.4968
C (4.23386, -2.58293, 3.06853)  -0.7193
C (3.46326, -2.13573, 2.01103)  -0.3755
H (1.71636, -0.37553, -1.74217)  0.3698
H (3.25616, -1.20123, -1.34357)  0.9986
H (0.49766, -3.06573, 0.59083)  0.2025
H (-0.22214, -3.38863, -1.00817)  0.9865
H (-3.29554, -0.00133, -0.17217)  0.4066
H (-4.81634, 0.67867, -2.00257)  0.4600
H (-4.17104, 0.26917, -4.35177)  0.4019
H (-2.01834, -0.80733, -4.87057)  0.4527
H (-0.51904, -1.52483, -3.05897)  0.3474
H (-2.52174, -3.51763, -0.84797)  0.3429
H (-3.99914, -5.01563, 0.42623)  0.4197
H (-4.31074, -4.67593, 2.84713)  0.3942
H (-3.22694, -2.77673, 3.98053)  0.4768
H (-1.77754, -1.21733, 2.68113)  0.1026
H (2.89686, -1.96493, -3.39417)  0.4306
H (3.79346, -3.69493, -4.85707)  0.3866
H (3.52376, -6.08333, -4.29437)  0.3866
H (2.29726, -6.71373, -2.24197)  0.3869
H (1.40326, -4.99243, -0.75757)  0.4116
H (5.01356, 0.38357, -0.24647)  0.4553
H (6.06806, 2.28497, -1.41487)  0.4114
H (4.71156, 4.22957, -2.07547)  0.3987
H (2.31306, 4.31677, -1.53247)  0.4615
H (1.24476, 2.43597, -0.29887)  0.3070
H (4.09726, 1.18137, 2.26683)  0.4652
H (5.47726, 0.37327, 4.13673)  0.4020
H (5.57226, -2.04153, 4.64853)  0.3963
H (4.23026, -3.63133, 3.32713)  0.4304
H (2.87806, -2.83563, 1.43063)  0.2459
F (-4.22144, 8.63977, -1.71917)  -0.2853
C (-4.37724, 7.45157, -2.32127)  0.8341
F (-5.69854, 7.33507, -2.57297)  -0.2587
F (-3.79244, 7.57087, -3.53267)  -0.2615
C (-3.82154, 6.29867, -1.53967)  0.4127
C (-3.76754, 5.04827, -2.15017)  -0.7760
C (-3.19334, 3.98317, -1.49037)  -0.5339
C (-2.66424, 4.15147, -0.20457)  0.4166
C (-2.75694, 5.40347, 0.41153)  -0.6755
C (-3.33124, 6.46907, -0.25037)  -0.5841
C (-2.00394, 3.07747, 0.43603)  0.2493
C (-1.38144, 2.18667, 0.99333)  -0.7100
H (-4.16674, 4.92467, -3.14607)  0.3907
H (-3.13214, 3.01727, -1.97187)  0.4279
H (-2.35804, 5.53727, 1.40633)  0.4953
H (-3.38974, 7.43637, 0.22473)  0.4365
C (-2.41114, 0.35287, 5.84323)  -0.9765
O (-1.59014, 0.32697, 4.68773)  -0.1287
C (-0.27904, 0.26377, 4.87703)  -0.0689
S (0.46606, 0.24907, 6.35143)  -0.2852
S (0.70496, 0.12397, 3.50743)  0.1135
H (-3.43834, 0.32127, 5.48593)  0.2247
H (-2.23614, 1.26237, 6.42593)  0.3938
H (-2.19774, -0.51633, 6.47433)  0.3934

Properties
- Relative energy (zero: lowest compared OMol25 entry of this formula, charge and spin): 57.55 kcal/mol
- Energy: -100591.5100 eV
- Lowest unoccupied orbital energy (spin up / spin down): -1.49 / -1.73 eV
- Gap between HOMO and LUMO (spin up / spin down): 0.2121 / 0.2009 hartree



Record 2
Computed, not measured: C43H37LiN4P2 as an isolated structure, with wB97M-V/def2-TZVPD.

Last column: Mulliken charge in e.
Geometry (Å):
Li (-0.30659, -0.14132, 0.19502)  0.7201
N (2.87255, -0.47821, 0.29435)  -0.1321
P (1.87713, -0.04669, 1.61923)  -0.4678
C (3.10552, 0.66380, 2.78959)  0.8089
C (4.06043, -0.12177, 3.43456)  -0.8237
C (4.98961, 0.46113, 4.28289)  -0.6414
C (4.97581, 1.83486, 4.49780)  -0.5759
C (4.03359, 2.62384, 3.85790)  -0.9179
C (3.10011, 2.03928, 3.01043)  -0.1920
C (1.51061, -1.61597, 2.50488)  0.8158
C (0.76098, -1.51616, 3.67844)  -0.6958
C (0.37679, -2.65290, 4.37189)  -0.5374
C (0.75347, -3.91024, 3.91120)  -0.6152
C (1.51830, -4.01758, 2.75993)  -0.6164
C (1.88648, -2.87544, 2.05855)  -0.3803
P (2.12166, -0.54296, -1.30911)  0.4417
C (3.69494, -0.73643, -2.25686)  0.7897
C (4.28286, -2.00267, -2.21776)  -0.4572
C (5.49590, -2.24678, -2.84390)  -0.6587
C (6.12384, -1.22774, -3.54842)  -0.4810
C (5.52741, 0.02250, -3.62818)  -0.7375
C (4.32134, 0.27070, -2.98376)  -0.4414
C (1.80379, 1.24687, -1.56515)  0.4844
C (1.05496, 1.57042, -2.69959)  -1.0303
C (0.70377, 2.88395, -2.96334)  -0.6521
C (1.08345, 3.89371, -2.08527)  -0.6366
C (1.85071, 3.58714, -0.97208)  -0.5554
C (2.21932, 2.26983, -0.71992)  -0.3257
H (3.48863, -1.26357, 0.46983)  0.5521
H (4.07242, -1.19550, 3.28686)  0.3571
H (5.72163, -0.16149, 4.78235)  0.4106
H (5.69951, 2.28426, 5.16584)  0.3811
H (4.02125, 3.69516, 4.01513)  0.4390
H (2.35079, 2.65498, 2.52351)  0.5614
H (0.47698, -0.54010, 4.06140)  0.2770
H (-0.21842, -2.55795, 5.27239)  0.4598
H (0.44928, -4.80016, 4.44876)  0.3796
H (1.82965, -4.99162, 2.40224)  0.4277
H (2.45400, -2.98107, 1.13924)  0.2301
H (3.77839, -2.81114, -1.69467)  0.2999
H (5.94666, -3.23028, -2.79379)  0.3931
H (7.07265, -1.41032, -4.03706)  0.3670
H (6.00674, 0.81272, -4.19293)  0.4033
H (3.87498, 1.25473, -3.04415)  0.3240
H (0.72639, 0.77979, -3.36448)  0.4372
H (0.11145, 3.11729, -3.83962)  0.3903
H (0.78377, 4.91743, -2.27455)  0.3847
H (2.16892, 4.37485, -0.29895)  0.4227
H (2.84912, 2.04896, 0.13174)  0.8236
C (-2.51629, -0.78847, -3.52555)  -0.6523
C (-3.48232, 0.20838, -3.38804)  -0.8859
C (-3.37927, 1.10110, -2.33582)  -0.5444
C (-2.30630, 1.00420, -1.43497)  0.8777
C (-1.34449, -0.02037, -1.49810)  0.3434
C (-1.51029, -0.90971, -2.57467)  -0.4794
C (-2.10514, 2.06095, -0.41120)  0.3907
C (-2.59196, 3.38371, -0.64522)  -1.1672
C (-2.35183, 4.37362, 0.24738)  -1.3775
C (-1.63555, 4.08542, 1.43326)  1.4273
C (-1.36954, 5.05423, 2.42617)  -0.8194
C (-0.67255, 4.72606, 3.55504)  -0.7721
C (-0.22196, 3.40078, 3.73433)  -0.3241
C (-0.47707, 2.44589, 2.78931)  -0.2487
C (-1.18331, 2.75888, 1.60245)  -0.5899
N (-1.40905, 1.77279, 0.67948)  0.6992
H (-2.56359, -1.46689, -4.37299)  0.4286
H (-4.30728, 0.27936, -4.08649)  0.3753
H (-4.15506, 1.85148, -2.20419)  0.4305
H (-0.80004, -1.73163, -2.68900)  0.2441
H (-3.12707, 3.59166, -1.56025)  0.4308
H (-2.69188, 5.38663, 0.06065)  0.3994
H (-1.73858, 6.06371, 2.27923)  0.4106
H (-0.47361, 5.47227, 4.31295)  0.3930
H (0.32966, 3.13917, 4.63043)  0.4978
H (-0.14216, 1.42714, 2.92054)  0.3176
C (-2.85723, -1.28229, 2.20693)  -0.9603
C (-2.15898, -2.28840, 1.35615)  -0.0907
N (-1.03753, -2.09269, 0.70607)  1.0088
C (-0.75227, -3.26836, 0.04615)  -0.5528
C (-1.71662, -4.18817, 0.30450)  -0.9672
N (-2.61059, -3.55085, 1.14077)  -0.0133
H (-2.45895, -0.29489, 1.97461)  -0.1855
H (-2.69905, -1.48771, 3.26826)  0.2728
H (-3.93032, -1.27700, 2.01052)  0.4623
H (0.12062, -3.36917, -0.58014)  0.3837
H (-1.85032, -5.20260, -0.02863)  0.4394
H (-3.45024, -3.94910, 1.51938)  0.1878

Properties
- Relative energy (zero: lowest compared OMol25 entry of this formula, charge and spin): 0.00 kcal/mol
- Energy: -69936.3967 eV
- Lowest unoccupied orbital energy: 0.48 eV
- Gap between HOMO and LUMO: 0.2598 hartree